C5H4CdO4 | ωB97M-V/def2-TZVPD

Results
HOMO-LUMO gap (alpha / beta), eV: 2.7 / 2.4
Energy above the lowest of the compared OMol25 structures with the same formula, charge and spin, kcal/mol: 0.00
LUMO (alpha / beta), eV: -16.1 / -16.1
Net charge: +3
Highest occupied orbital energy (alpha / beta), hartree: -0.693 / -0.680
Electronic energy, eV: -17959.060
<S²>: 0.75
Multiplicity: 2

Positions of all 14 atoms, in Å:
Cd: -2.970 -1.128 -2.652
O: -1.499 2.741 1.388
O: -1.584 -0.411 -1.577
O: -0.778 -1.817 -0.078
O: 0.053 0.206 -0.189
C: 2.684 -2.750 0.767
C: 2.499 -1.845 1.554
C: -0.803 -0.690 -0.677
C: -0.181 1.543 -0.379
C: -0.863 2.119 0.564
H: -0.124 -1.874 0.658
H: 0.074 2.125 -1.272
H: -0.984 3.212 2.087
H: 2.132 -1.650 2.573

Atomic forces in eV per Å
-2.50 -1.56 -2.11
0.11 -0.44 -0.54
1.07 1.65 0.28
-0.15 0.25 -0.64
0.21 -0.67 -0.24
0.76 -4.22 -5.14
-1.33 3.58 6.00
1.58 -0.74 2.44
-0.87 0.53 -0.03
0.07 1.10 0.23
0.21 -0.33 -0.11
0.29 -0.27 0.11
0.14 0.31 0.52
0.43 0.79 -0.76

Results of the Mulliken charge analysis, in e, for atoms 1 through 5: 1.596 -0.148 -0.545 -0.278 -0.257